Here is a cluster of 11 separate species, C63H147N9O11 in total in a non-equilibrium geometry from the Open Molecules 2025 dataset. Energies are from ωB97M-V with the def2-TZVPD basis set.

Cartesian coordinates (Å):
O 0.07 -1.12 6.95
O -1.12 -0.93 -3.20
O -1.10 -4.00 -2.14
O 3.71 6.45 0.88
O 7.72 -1.65 2.24
O 1.26 -3.93 1.77
O -5.15 -1.03 3.93
O -6.82 -2.19 -1.20
O -1.93 1.38 -5.05
O 3.36 3.53 -2.82
O -4.52 0.81 -5.50
N -9.03 0.43 -2.51
N 2.83 5.41 0.57
N 6.80 -2.11 1.28
N -3.53 -1.28 6.24
N -0.68 1.71 6.00
N -6.83 2.57 -3.19
N -1.08 -0.92 -1.78
N 3.05 2.94 -4.03
N 0.52 -4.53 2.82
C 0.11 -0.27 0.25
C -4.99 -2.29 4.54
C 7.56 -0.52 -0.48
C 0.39 1.15 -1.82
C -0.90 -2.56 3.54
C 4.02 1.94 -4.48
C 5.01 -2.51 2.92
C -0.08 0.59 5.25
C 0.82 -0.23 6.15
C -2.86 0.87 -1.72
C -8.10 -0.21 -1.55
C 1.51 5.94 0.17
C -6.35 -3.44 -1.68
C 5.13 -0.32 1.77
C 0.61 3.65 0.85
C 4.46 3.64 0.99
C 3.04 4.17 1.32
C -1.38 0.84 -6.24
C 5.36 2.65 -4.77
C -7.78 -1.62 -2.07
C -1.21 0.19 0.83
C 3.59 1.25 -5.80
C -1.60 -4.96 3.85
C 0.54 1.25 4.01
C 1.90 2.97 -6.19
C 5.42 -1.81 1.58
C -0.46 -4.44 -3.33
C -5.96 -1.35 6.68
C 7.32 -1.99 -0.09
C 3.02 5.02 -5.41
C 2.96 4.44 2.85
C -5.81 2.39 -4.26
C 0.55 4.79 -0.13
C 2.28 3.78 -4.94
C -4.68 3.39 -4.02
C -0.83 -3.96 2.96
C 1.86 -3.69 4.78
C -4.76 -2.05 6.06
C 0.17 -0.29 -1.29
C 4.92 -2.24 -0.89
C -5.37 -1.13 2.55
C -8.72 -0.34 -0.16
C 2.03 3.09 0.92
C 4.22 0.82 -3.45
C 4.51 -2.49 0.57
C -4.18 -0.53 -5.79
C -2.42 -0.51 -1.30
C 1.35 -4.89 3.95
C -5.37 0.95 -4.38
C -1.52 -3.96 1.59
C 8.68 -2.70 -0.22
C 0.94 4.12 -4.25
C 6.38 -2.68 -1.05
C 0.49 -5.79 4.89
C 1.36 -1.10 -1.73
C -0.89 -5.20 5.16
C 0.92 6.80 1.30
C -3.45 -1.55 -1.73
C -2.40 -0.54 0.25
C 3.02 2.20 -6.83
C 0.70 -1.44 8.17
C 1.57 6.77 -1.12
C 2.52 -5.78 3.54
H 8.10 -2.47 2.55
H 5.37 3.20 -5.72
H 2.27 -0.53 -1.54
H -3.30 -2.52 -1.26
H -5.77 -1.14 7.73
H 1.01 -5.95 5.84
H -6.30 -1.67 2.33
H -5.80 -3.26 -2.61
H 1.52 -2.03 -1.17
H 1.36 -1.41 -2.78
H 1.62 -2.02 8.06
H -9.95 0.03 -2.30
H 4.75 3.64 -0.06
H -6.85 -1.96 6.57
H 2.10 7.71 -0.95
H -2.05 0.08 -6.67
H -3.49 -0.55 5.53
H -2.51 -3.52 1.71
H 4.21 -0.14 2.33
H -3.62 -0.98 -4.96
H -1.57 -5.90 3.28
H 6.21 1.96 -4.79
H 0.53 7.02 -1.37
H 0.99 0.52 3.33
H 5.14 0.26 0.85
H -5.87 -2.95 4.46
H 2.02 2.12 1.43
H 1.13 4.94 -3.55
H -4.14 -2.82 4.10
H 1.34 3.51 -6.95
H -2.50 -1.58 0.58
H -9.56 -1.03 -0.14
H -0.44 0.34 -6.04
H -0.96 -3.42 0.83
H 3.21 0.41 -3.36
H 2.28 5.74 -5.80
H -1.23 0.04 1.91
H 4.47 0.74 -6.22
H 3.94 -2.34 3.05
H 2.06 6.19 -1.90
H -3.89 1.10 -1.43
H -4.81 0.59 -3.50
H 2.91 0.41 -5.60
H 1.39 -3.58 5.76
H -1.01 -3.04 -2.08
H -1.42 1.26 0.74
H 9.48 -2.13 0.26
H -7.33 -1.50 -3.06
H -5.51 -0.12 2.16
H -0.47 5.21 -0.04
H 5.43 -1.96 3.77
H -5.83 -4.01 -0.92
H 1.55 -0.79 5.56
H 0.36 3.97 1.86
H 5.24 -3.56 3.03
H -0.07 7.18 1.03
H -6.16 -0.40 6.18
H -3.41 -1.66 -2.81
H -6.21 2.68 -5.24
H 2.17 -6.72 3.10
H 2.91 -3.88 5.01
H 8.15 -0.06 0.32
H 6.71 0.12 -0.72
H -1.73 -4.94 1.16
H -2.72 -1.84 6.02
H 1.74 -2.72 4.30
H 4.28 -2.74 -1.62
H 0.57 3.25 -3.71
H 0.74 6.24 2.22
H 1.39 0.48 6.77
H 0.57 -4.06 -3.34
H -0.20 -1.87 3.06
H 1.15 2.27 -5.79
H 0.96 0.28 0.67
H 1.35 1.96 4.19
H -1.12 0.00 -3.49
H 0.35 -1.28 0.62
H 3.94 4.76 3.20
H 0.16 1.24 -2.88
H 1.60 7.61 1.55
H 0.87 -0.56 8.79
H 6.66 -2.45 -2.09
H -4.03 3.15 -3.18
H 2.35 5.31 3.09
H -2.77 1.14 -2.77
H -4.60 -3.04 6.51
H 2.53 3.62 3.41
H 3.64 4.85 -6.29
H -1.54 2.00 5.55
H -1.88 -2.08 3.49
H 3.53 5.63 -4.66
H 4.60 1.17 -2.49
H 0.00 -2.16 8.61
H -6.27 0.31 -4.40
H 5.52 3.45 -4.04
H -7.23 -4.03 -2.00
H 6.45 -3.78 -1.10
H 4.97 0.11 -3.80
H -2.82 1.68 -5.28
H -4.52 -1.58 2.01
H 1.33 1.64 -1.55
H -4.98 4.44 -3.93
H 0.43 -6.83 4.55
H 3.15 -5.25 2.83
H -2.63 -4.64 4.01
H -0.05 2.85 0.52
H 5.95 0.11 2.36
H -0.28 1.88 -1.35
H 3.49 -2.09 0.65
H 2.72 1.70 -7.76
H -4.08 3.43 -4.94
H -0.91 -4.33 5.82
H -2.33 1.70 -1.24
H 2.37 2.83 -0.09
H 8.92 -2.76 -1.28
H -9.18 1.39 -2.21
H -8.67 -2.26 -2.07
H -3.59 -0.50 -6.70
H 8.66 -3.73 0.12
H 8.26 -0.42 -1.31
H 3.12 -6.04 4.41
H -7.62 3.07 -3.58
H 1.17 -4.57 1.05
H -0.99 1.36 6.90
H -1.26 1.56 -7.06
H -0.22 1.79 3.43
H -9.09 0.62 0.22
H 3.79 2.88 -7.22
H 0.56 4.43 -1.16
H 0.10 4.37 -4.90
H -5.09 -1.10 -6.02
H 4.63 2.62 1.34
H -1.49 -5.89 5.75
H -7.98 -0.64 0.59
H -4.43 -1.21 -1.39
H -0.54 -2.48 4.57
H -3.26 -0.03 0.69
H 4.42 -3.57 0.69
H 5.18 4.24 1.54
H 2.77 3.16 -2.15
H -7.20 0.39 -1.64
H 4.39 6.38 0.20
H -0.96 -4.00 -4.20
H 4.95 -1.17 -1.10
H -0.86 -0.08 4.88
H -0.49 -5.52 -3.43
H -7.24 1.63 -3.16

## Properties
Total energy (a.u.): -3808.692007
Total charge: 0
Structure (SMILES): CC1(C)CCCC(C)(C)N1O.CC1(C)CCCC(C)(C)N1O.CC1(C)CCCC(C)(C)N1O.CC1(C)CCCC(C)(C)N1O.CC1(C)CCCC(C)(C)N1O.COC[C@H](C)N.COC[C@H](C)N.COC[C@H](C)N.COC[C@H](C)N.CO.CO
F_max (hartree/bohr): 0.052
LUMO (eV): 0.603

Here are the Löwdin charges for atoms 1 to 2, given in e: -0.2045, -0.0356


Here is a cluster of 12 separate species, C63H150BN10O27 in total in a non-equilibrium geometry from the Open Molecules 2025 dataset. Energies are from ωB97M-V with the def2-TZVPD basis set.

Cartesian coordinates (Å):
O -5.22 -1.19 2.39
O 0.82 -1.34 -1.05
O 6.18 3.55 -2.31
O 4.58 -1.62 6.36
O 0.07 -1.89 1.16
O -0.37 0.33 0.41
O 1.74 -3.38 1.61
O 1.13 0.29 -4.71
O -1.57 -1.33 -0.56
O 0.43 4.50 -7.69
O 2.78 -3.63 4.73
O -1.32 -4.85 -2.02
O -1.24 2.97 3.57
O -1.91 2.03 -0.01
O -4.49 3.10 1.83
O 7.32 -1.85 1.74
O 2.31 1.38 -0.15
O -3.50 -0.15 -1.06
O 6.93 -0.14 -3.57
O -1.23 5.70 -1.57
O -6.92 -3.12 -1.61
O -6.99 4.77 -2.85
O -3.55 7.24 1.08
O 5.32 -8.30 2.94
O 2.35 -4.00 -5.17
O -2.21 -2.69 7.17
O 2.51 -2.85 -1.14
N 4.73 -5.68 4.59
N -4.59 4.95 -0.30
N 0.91 3.24 -5.17
N 4.76 0.07 -1.27
N -2.92 5.28 3.78
N -2.93 -2.18 4.12
N -9.75 -5.39 -2.23
N 0.33 -6.18 -4.41
N -3.63 4.92 -3.09
N 5.30 -2.24 3.69
C 5.77 4.62 -3.09
C 5.74 -9.53 2.39
C 5.07 -2.53 2.25
C 1.12 1.20 -3.64
C -2.08 -1.53 6.41
C 5.08 -0.59 5.52
C -3.33 -3.54 6.95
C 6.07 -1.17 -3.06
C 5.96 -6.02 3.85
C -0.20 6.68 -1.53
C -9.03 -4.41 -0.12
C -1.60 -6.08 -2.78
C 3.62 -5.48 3.64
C 1.40 4.56 -5.51
C -1.50 0.85 -0.04
C -1.17 4.90 -2.77
C 1.12 -2.61 0.88
C 1.73 2.55 -4.12
C -4.20 7.40 -0.22
C -8.19 5.48 -3.10
C -1.77 -1.90 4.93
C 2.85 1.89 2.08
C -5.63 3.92 -0.14
C -5.51 -3.10 -1.81
C 7.95 -0.60 -4.49
C -4.76 4.12 -3.66
C 5.59 1.30 -1.22
C -1.41 -5.00 -0.62
C -0.98 1.59 3.87
C 8.21 -1.20 0.78
C -7.59 -4.30 -2.16
C 2.36 -4.91 4.32
C -4.24 -2.16 1.95
C -6.06 4.98 -3.92
C -2.90 8.46 1.50
C -1.12 -6.07 -4.25
C 6.34 -7.50 3.63
C 1.51 3.51 0.65
C 5.98 -1.67 1.37
C 1.60 4.35 -8.52
C -6.43 -1.23 1.59
C -4.21 2.00 2.68
C -1.54 5.29 4.32
C -1.07 3.87 4.68
C 5.32 2.36 -2.34
C -1.63 6.23 5.53
C -5.10 2.63 0.61
C 2.46 -4.88 -4.07
C 4.83 -0.85 4.03
C 1.75 -2.80 5.09
C 3.55 -3.76 -5.88
C -2.45 4.04 -2.89
C 0.89 -1.04 -4.34
C 2.62 2.46 0.70
C 0.48 5.20 -6.50
C -2.35 -0.27 -0.61
C 4.69 -0.69 -2.55
C -5.20 6.28 -0.45
C 4.63 -1.33 7.77
C 1.59 -2.31 -0.56
C -2.81 -2.09 2.61
C 1.07 -5.23 -3.53
C -9.01 -4.33 -1.62
B -0.21 -1.06 -0.01
H 4.80 5.00 -2.77
H 6.67 -1.60 -2.26
H -8.73 -3.46 0.31
H 1.39 1.16 0.04
H 4.04 -2.41 1.93
H 6.60 0.88 -1.27
H -1.05 5.40 -3.73
H -1.40 -7.01 -4.73
H -2.26 -5.52 -0.18
H 4.01 -1.52 -2.38
H 6.35 -9.36 1.51
H 6.59 5.35 -3.04
H 5.30 -3.58 2.05
H -0.43 7.47 -0.81
H 4.26 2.57 -2.21
H -4.49 3.61 -4.58
H -2.51 8.37 2.51
H 3.88 -4.91 2.75
H 3.48 -2.91 -6.56
H -1.33 -4.10 -0.01
H 7.85 -0.24 0.41
H -1.10 1.00 2.96
H 3.07 -4.49 -3.25
H -5.10 1.61 3.18
H -3.82 1.13 2.15
H 1.67 -1.48 -3.73
H -5.22 -2.09 -1.53
H -1.05 -6.86 -2.25
H 3.87 0.33 -0.88
H -7.25 -0.60 1.94
H 0.77 6.24 -6.67
H -2.40 6.98 5.35
H -2.93 -0.86 6.56
H 6.15 -0.45 5.69
H -2.34 3.42 -3.77
H -6.21 -0.81 0.61
H -6.03 6.42 0.24
H -5.07 3.30 -3.02
H 0.81 6.32 -1.37
H -0.39 4.15 -2.70
H -0.54 5.29 -6.11
H -4.66 8.38 -0.30
H 1.46 5.14 -4.59
H 0.54 3.24 1.08
H 3.46 -6.51 3.30
H 2.45 4.60 -5.80
H -8.56 5.40 -4.12
H 0.47 -4.32 -3.45
H -2.59 3.49 -1.96
H -8.99 5.03 -2.52
H -4.38 4.75 -1.27
H 5.82 -1.99 0.34
H -1.19 -2.83 4.93
H 4.31 -2.23 8.28
H 5.36 1.82 -3.29
H -1.47 -5.19 -4.80
H -5.72 6.01 -4.09
H 5.91 -5.53 2.88
H 1.37 -3.09 6.07
H 5.62 -1.11 8.18
H -2.23 -2.96 2.28
H 2.97 -5.74 -4.48
H -6.98 -5.16 -1.89
H 4.45 -6.56 5.00
H 0.10 1.30 -3.27
H 7.54 -1.22 -5.29
H -4.60 -3.19 2.04
H 3.61 1.12 2.05
H 8.68 -1.22 -3.97
H -10.03 -4.67 0.25
H 0.81 2.73 -6.03
H -1.17 -1.06 6.78
H 5.36 -0.11 3.43
H -5.62 6.43 -1.44
H -0.26 7.19 -2.49
H 5.51 4.29 -4.10
H -9.69 -5.26 -3.23
H 4.79 -10.02 2.15
H 3.81 -0.75 3.67
H 6.31 -10.09 3.14
H -3.44 5.75 -3.62
H 3.19 2.69 2.74
H -5.93 1.95 0.75
H 1.53 -4.83 3.62
H 8.39 -1.81 -0.11
H 1.18 4.00 -9.46
H -8.06 6.55 -2.90
H -3.63 2.33 3.54
H -6.54 4.30 0.33
H -0.93 5.77 3.56
H 4.43 -3.62 -5.26
H 1.91 4.30 1.29
H -0.78 6.90 5.59
H -1.10 -1.18 4.45
H -4.23 -2.99 7.21
H -0.55 -5.63 -0.36
H 3.56 2.89 0.36
H 4.21 -0.07 -3.30
H 5.75 -0.61 1.30
H 0.88 -2.79 4.43
H -3.54 -3.98 5.97
H 2.27 3.61 -8.09
H -6.54 4.54 -4.80
H -4.92 -3.76 -1.17
H -8.39 -5.18 0.32
H -3.33 5.87 4.49
H 0.01 1.53 4.31
H -1.87 5.74 6.48
H -3.71 -1.68 4.51
H -2.05 8.78 0.90
H 3.77 -4.61 -6.52
H 2.71 2.34 -4.53
H -6.00 3.58 -1.11
H 6.30 -2.15 3.65
H -3.42 4.46 4.09
H 8.51 0.22 -4.93
H 6.65 -8.05 4.52
H 2.00 -1.75 5.19
H -1.80 1.23 4.50
H -3.59 9.31 1.47
H 1.94 1.44 2.47
H -3.40 7.41 -0.96
H -7.59 -4.11 -3.23
H -6.82 -2.25 1.52
H -5.24 -3.29 -2.85
H 9.16 -0.98 1.26
H -3.36 -4.34 7.69
H -4.04 -2.05 0.88
H -4.41 2.08 -0.04
H -0.03 3.91 4.99
H 4.64 0.39 5.70
H 7.14 -7.49 2.90
H -2.66 -6.33 -2.66
H -10.73 -5.25 -2.04
H 1.99 -5.50 5.16
H 0.84 -1.71 -5.19
H 1.81 3.17 -3.23
H -1.64 3.53 5.55
H 0.66 -6.09 -5.36
H 5.84 -1.95 -3.79
H 1.14 -5.63 -2.52
H 5.47 1.75 -0.23
H 1.76 0.83 -2.85
H -9.49 -3.42 -1.99
H -0.08 -1.11 -3.83
H 1.33 3.89 -0.35
H 2.11 5.31 -8.60
H 3.92 -0.56 8.03
H -2.29 -1.17 2.35
H 6.87 -5.53 4.21

## Properties
Energy relative to the best compared isomer or geometry (same formula, charge and spin) (eV): 5.1951
Total energy (a.u.): -5093.991247
Total charge: -1
F_max (hartree/bohr): 0.084
LUMO (eV): 2.059

Here are the Löwdin charges for atoms 1 to 2, given in e: -0.1993, 0.2187